# 1
Below is the ion C7H10INOP with charge -1, with properties calculated with the ωB97M-V functional and the def2-TZVPD basis.

Last column: natural (NBO) charge in e.
Geometry (Å):
1 O 3.74434 0.74069 1.00158  -0.558
2 C 2.84560 0.57684 0.24219  0.575
3 I 2.05492 2.40080 -0.78068  -0.200
4 C 2.07572 -0.59933 -0.11666  -0.863
5 P 0.58116 -0.88345 1.24718  0.646
6 C -0.74837 -0.14036 0.08186  -0.214
7 C -1.51323 0.93441 0.51699  -0.275
8 C -2.53495 1.42886 -0.28406  0.018
9 N -2.80861 0.94120 -1.49196  -0.460
10 C -2.07599 -0.07975 -1.92378  0.018
11 C -1.05901 -0.65581 -1.16827  -0.291
12 H 2.72438 -1.47256 0.01523  0.232
13 H 1.68274 -0.53470 -1.12782  0.235
14 H 0.79358 0.45451 1.80420  -0.168
15 H -0.47290 -1.16431 2.22717  -0.139
16 H 0.39527 -2.18194 0.57820  -0.176
17 H 1.60929 -1.43738 2.12018  -0.143
18 H -1.32013 1.37879 1.49237  0.214
19 H -3.16065 2.25069 0.05722  0.172
20 H -2.31327 -0.45958 -2.91546  0.171
21 H -0.49990 -1.49761 -1.57565  0.206

Atoms 1-2, force components in eV/Å:
O -0.354 -0.047 -0.166
C 0.269 -0.506 0.177

Its highest occupied orbital energy is -4.6 eV. The charge is -1. The gap between HOMO and LUMO comes out at 7.6 eV. For the LUMO energy, the calculation gives 2.99 eV.

***

# 2
Below is a structure of composition C7H10MoNOS2SbSe4 in a non-equilibrium geometry, with properties calculated with the ωB97M-V functional and the def2-TZVPD basis.

Last column: Löwdin spin population.
Geometry (Å):
1 Mo 7.27890 8.03671 5.45973  1.020
2 O 8.73246 8.43355 4.15495  0.033
3 N 9.66034 9.35410 4.44137  0.011
4 C 10.89756 9.25513 3.95883  -0.002
5 C 11.74700 10.33773 4.05033  0.005
6 C 11.42766 11.38619 4.92363  -0.001
7 C 10.21624 11.32202 5.65437  0.004
8 C 9.32259 10.32396 5.33974  0.009
9 S 7.63098 10.38338 5.84732  0.039
10 H 10.91593 8.29561 3.44848  0.000
11 H 12.64250 10.36962 3.49610  0.000
12 H 12.09716 12.21866 5.08810  0.000
13 H 9.91352 11.98309 6.44749  0.000
14 Se 4.91822 4.59110 3.51997  -0.025
15 Sb 5.96936 4.48513 5.60139  0.005
16 Se 5.32604 7.86277 4.41946  -0.220
17 Se 8.26691 5.72899 5.36502  0.104
18 Se 5.07526 3.84365 7.72772  0.008
19 C 6.47111 9.07951 8.81976  0.001
20 S 7.59135 8.07809 7.86731  0.000
21 C 7.93116 6.48982 8.87053  0.007
22 H 6.11485 8.59561 9.68472  0.000
23 H 5.62272 9.35686 8.16066  0.000
24 H 7.03527 9.99223 9.06791  0.000
25 H 7.13150 5.83924 8.49729  0.000
26 H 8.01218 6.72288 9.95639  0.000
27 H 8.84248 6.15385 8.42752  0.001

Atoms 1-2, force components in eV/Å:
Mo -0.578 0.094 -0.744
O 0.661 -0.719 -0.161

Its highest occupied orbital energy (alpha / beta) is -11.2 / -11.3 eV. The charge is +1. The spin multiplicity is 2. The gap between HOMO and LUMO (alpha / beta) comes out at 6.0 / 6.2 eV. The energy relative to the best compared isomer or geometry (same formula, charge and spin) comes out at 23.1 kcal/mol. For the LUMO energy (alpha / beta), the calculation gives -5.17 / -5.08 eV.

***

# 3
Below is a structure of composition C7H10N in a non-equilibrium geometry, with properties calculated with the ωB97M-V functional and the def2-TZVPD basis.

Last column: natural (NBO) charge in e.
Geometry (Å):
1 C -0.45283 -0.90126 0.23403  0.362
2 C -1.64841 -1.54197 -0.23564  -0.577
3 C -4.46286 0.98216 0.10129  -0.083
4 C 0.50615 -0.05820 0.40749  -0.215
5 C -2.34121 -0.25311 -0.09492  0.262
6 C 2.65549 0.77083 -0.52356  -0.582
7 C 2.01339 -0.06547 0.59415  -0.425
8 N -3.49966 0.19414 -0.05121  -0.251
9 H -1.72137 -1.77634 -1.33168  0.298
10 H -2.10604 -2.38721 0.24859  0.286
11 H -4.83709 1.22044 1.09084  0.234
12 H -4.63577 1.62176 -0.78226  0.229
13 H 0.06487 0.88173 0.71326  0.309
14 H 2.08739 0.24657 -1.41923  0.204
15 H 3.68401 0.61628 -0.54154  0.238
16 H 2.38195 1.85866 -0.38581  0.224
17 H 2.29711 0.43057 1.59183  0.250
18 H 2.41440 -1.10894 0.62093  0.237

Atoms 1-2, force components in eV/Å:
C -0.482 1.584 -0.585
C -2.079 -0.722 -2.239

Its highest occupied orbital energy (alpha / beta) is -12.9 / -12.9 eV. The charge is +1. The gap between HOMO and LUMO (alpha / beta) comes out at 7.7 / 7.7 eV. The energy relative to the best compared isomer or geometry (same formula, charge and spin) comes out at 125.9 kcal/mol. For the LUMO energy (alpha / beta), the calculation gives -5.25 / -5.25 eV.

***

# 4
Below is the ion C7H10N with charge +1 in a non-equilibrium geometry, with properties calculated with the ωB97M-V functional and the def2-TZVPD basis.

Last column: natural (NBO) charge in e.
Geometry (Å):
1 C -1.67096 -0.75656 0.27330  0.365
2 C -0.40630 -1.22097 0.41164  -0.338
3 C -2.66435 0.16649 0.55995  -0.248
4 C -0.53270 0.87818 -0.86013  -0.249
5 C 0.71036 -0.07138 -0.45604  0.260
6 C 1.73428 0.52907 0.31621  -0.716
7 C 0.53609 -1.54535 -0.74979  -0.384
8 N -1.97769 0.24903 -0.68263  -0.316
9 H -3.74555 -0.19319 0.35844  0.274
10 H -2.59974 0.86556 1.43974  0.246
11 H -0.51839 1.68070 -0.21744  0.216
12 H -0.43512 1.14410 -1.91946  0.257
13 H 2.72153 -0.12421 0.31069  0.273
14 H 1.32441 0.96329 1.26378  0.281
15 H 1.93373 1.51759 -0.20489  0.285
16 H 0.17914 -1.91397 -1.64624  0.259
17 H -0.18109 -1.87885 1.27618  0.279
18 H 1.44403 -2.07188 -0.43278  0.254

Atoms 1-2, force components in eV/Å:
C 1.454 1.071 -2.579
C 0.910 -3.288 1.630

Its highest occupied orbital energy is -14.4 eV. The charge is +1. The gap between HOMO and LUMO comes out at 9.0 eV. Its SMILES is C[C@@]12C[C@@H]1C1=[N+](C1)C2. The energy relative to the best compared isomer or geometry (same formula, charge and spin) comes out at 101.9 kcal/mol. For the LUMO energy, the calculation gives -5.39 eV.

***

# 5
Below is a structure of composition C7H10N in a non-equilibrium geometry, with properties calculated with the ωB97M-V functional and the def2-TZVPD basis.

Last column: natural (NBO) charge in e.
Geometry (Å):
1 C 1.72604 -2.38697 -0.77639  -0.112
2 C 1.18653 -1.54817 -0.11480  0.072
3 C 0.60743 0.77214 0.03775  0.121
4 C 1.73063 1.45978 0.10762  -0.314
5 C -0.69665 1.20210 -0.56601  -0.436
6 C -1.81020 0.48933 0.21564  -0.489
7 C -1.37592 -0.90884 0.43706  -0.024
8 N 0.52205 -0.57858 0.57686  -0.489
9 H 2.21508 -3.12220 -1.34463  0.266
10 H 2.63002 1.05466 0.53913  0.226
11 H 1.79651 2.45711 -0.28551  0.240
12 H -0.80839 2.28408 -0.52062  0.263
13 H -0.72107 0.90994 -1.61975  0.242
14 H -2.00779 1.00412 1.15610  0.239
15 H -2.72535 0.49204 -0.38169  0.280
16 H -1.60219 -1.39250 1.37790  0.233
17 H -1.37836 -1.57187 -0.42109  0.231
18 H 0.71163 -0.61615 1.58245  0.452

Atoms 1-2, force components in eV/Å:
C -0.527 0.793 0.660
C 0.662 -0.897 -0.684

Its highest occupied orbital energy is -14.3 eV. The charge is +1. The gap between HOMO and LUMO comes out at 10.2 eV. The energy relative to the best compared isomer or geometry (same formula, charge and spin) comes out at 65.7 kcal/mol. For the LUMO energy, the calculation gives -4.17 eV.

***

# 6
Below is an isolated molecule of C7H10N2 in a non-equilibrium geometry, with properties calculated with the ωB97M-V functional and the def2-TZVPD basis.

Last column: natural (NBO) charge in e.
Geometry (Å):
1 C 1.93339 0.71588 -0.25676  -0.409
2 C 0.63547 1.69367 -0.16428  -0.389
3 C -0.33978 0.80896 0.58130  -0.091
4 C -2.07569 -0.10712 -0.25417  0.266
5 C -0.01527 -0.64312 0.12343  0.096
6 C 1.07450 -1.56719 0.69255  -0.432
7 C 1.40949 -0.69383 -0.51217  -0.247
8 H 2.46883 0.67948 0.76685  0.205
9 H 2.62666 0.86480 -1.11270  0.224
10 H 0.74266 2.60274 0.27540  0.209
11 H 0.24049 1.97235 -1.18355  0.205
12 H -0.04224 0.93214 1.67015  0.189
13 H -3.19998 -0.31795 -0.35495  0.178
14 H -1.57181 -1.99558 -0.36789  0.388
15 H 0.88535 -2.66109 0.44354  0.222
16 H 1.15284 -1.31128 1.83345  0.227
17 H 1.68114 -1.15749 -1.44444  0.228
18 N -1.78187 0.99182 0.28658  -0.456
19 N -1.17764 -1.11348 -0.54162  -0.612

Atoms 1-2, force components in eV/Å:
C 0.275 0.369 0.689
C 0.636 -3.086 -2.901

Its highest occupied orbital energy is -8.4 eV. The charge is 0. The gap between HOMO and LUMO comes out at 9.4 eV. Its SMILES is C1=N[C@@H]2CC[C@H]3C[C@]32N1. The energy relative to the best compared isomer or geometry (same formula, charge and spin) comes out at 62.1 kcal/mol. For the LUMO energy, the calculation gives 1.02 eV.

***

Which value of charge does entry 3 give? +1

***

Among the records above, which one has the lowest charge? C7H10INOP